1.
A structure of composition C12H35InO6P in a non-equilibrium geometry. Source: the OMol25 dataset; level of theory: ωB97M-V/def2-TZVPD.

Values from the calculation:
- molar mass (u) = 421.2
- HOMO (eV) = -5.11
- F_max (Eh/bohr) = 0.041
- Kohn-Sham gap (eV) = 7.0
- total charge = -1
- LUMO (Eh) = 0.0710
- DFT total energy (eV) = -39759.7842

```
55
Properties=species:S:1:pos:R:3:forces:R:3
O -9.3936 -3.1577 0.9433 1.0 0.3 1.2
P -8.5433 -3.0702 2.1992 -1.1 -0.7 -1.0
O -9.1621 -1.8256 3.1488 2.0 -0.3 -0.6
O -6.9552 -2.6614 1.7869 -1.2 0.9 1.1
In -8.5396 -5.2733 3.5553 0.0 -0.8 0.2
H -10.1010 -1.9194 3.0344 -0.8 0.0 -0.2
H -6.7657 -3.2373 1.0496 0.1 -0.3 -0.5
H -6.8606 -5.8008 3.9236 -0.3 0.3 -0.1
H -9.2298 -6.4911 2.4222 0.1 0.4 0.2
H -9.5472 -5.1264 5.0308 0.2 0.1 -0.3
C -2.6377 1.4565 2.6756 -0.1 0.0 0.1
C -2.3185 0.7937 1.3464 0.0 0.0 0.0
O -2.7249 -0.5553 1.2710 0.2 -0.1 -0.1
C -4.1202 -0.7915 1.4183 -0.2 0.0 0.0
C -4.9711 -0.1133 0.3611 0.0 0.2 -0.1
H -2.2157 0.8810 3.5008 0.0 0.0 0.0
H -2.2253 2.4668 2.7040 0.0 0.0 0.0
H -3.7130 1.5313 2.8430 0.0 0.1 0.0
H -1.2360 0.7894 1.2023 0.0 -0.1 0.0
H -2.7416 1.3666 0.5132 0.0 0.1 0.0
H -4.4494 -0.5092 2.4226 0.0 0.0 0.0
H -4.2520 -1.8695 1.3435 0.1 0.0 0.0
H -4.9160 0.9757 0.4295 -0.1 0.0 0.0
H -6.0145 -0.4046 0.4804 0.0 -0.1 0.0
H -4.6381 -0.3986 -0.6393 0.0 0.0 0.0
C 3.3089 -0.4625 -0.2104 -0.1 -0.1 0.0
C 2.7566 0.6895 -1.0316 0.0 0.0 0.2
O 2.4455 0.3404 -2.3663 0.2 0.1 -0.2
C 1.4600 -0.6660 -2.5284 -0.2 -0.1 0.0
C 0.1102 -0.3020 -1.9376 0.0 0.1 0.1
H 4.1751 -0.9051 -0.7058 0.0 0.0 0.0
H 3.6104 -0.1125 0.7778 0.0 0.0 0.0
H 2.5698 -1.2528 -0.0712 0.0 0.0 0.1
H 3.5132 1.4727 -1.0960 0.0 0.0 -0.1
H 1.8864 1.1369 -0.5393 0.0 -0.1 0.0
H 1.8186 -1.6176 -2.1214 0.0 0.0 0.1
H 1.3560 -0.8083 -3.6045 0.1 0.1 0.0
H 0.1552 -0.1994 -0.8526 -0.1 -0.1 0.0
H -0.6252 -1.0732 -2.1672 0.0 0.0 0.0
H -0.2410 0.6481 -2.3439 0.0 0.0 0.0
C 8.2322 3.4922 -0.6622 -0.1 0.0 0.0
C 8.5607 2.8157 -1.9820 0.0 0.1 0.0
O 8.1458 1.4658 -2.0494 0.1 -0.2 0.0
C 6.7535 1.2398 -1.9134 -0.2 0.0 0.0
C 5.9127 1.9137 -2.9825 0.0 0.2 0.0
H 8.6423 2.9218 0.1725 0.0 0.0 0.0
H 8.6511 4.4991 -0.6387 0.0 0.0 0.0
H 7.1554 3.5769 -0.5061 0.0 0.1 0.0
H 9.6429 2.8004 -2.1162 0.0 -0.1 0.0
H 8.1495 3.3838 -2.8237 0.0 0.0 0.0
H 6.4176 1.5329 -0.9120 0.0 0.0 0.0
H 6.6206 0.1597 -1.9810 0.1 0.0 0.0
H 5.9723 3.0021 -2.9212 -0.1 0.0 0.0
H 4.8650 1.6311 -2.8743 0.0 -0.1 0.0
H 6.2506 1.6211 -3.9778 0.0 -0.1 0.0
```
Positions in Å, forces in eV/Å.

Atom charges from the Löwdin analysis, given in e for atoms 1 to 5:
1. O -0.4601
2. P 0.3837
3. O -0.2662
4. O -0.2750
5. In 0.0959


2.
A structure of composition C23H35Cl22O3PS in a non-equilibrium geometry. Source: the OMol25 dataset; level of theory: ωB97M-V/def2-TZVPD.

Values from the calculation:
- molar mass (u) = 1202.5
- HOMO (eV) = -7.34
- F_max (Eh/bohr) = 0.200
- Kohn-Sham gap (eV) = 7.2
- LUMO (Eh) = -0.0062
- DFT total energy (eV) = -326160.3897

```
85
Properties=species:S:1:pos:R:3:forces:R:3
C 4.9078 -3.3256 2.7541 -3.0 9.3 -3.1
C 4.4611 -2.0068 2.4405 3.0 -8.6 1.8
C 3.9656 -0.4869 1.9471 -0.4 -3.3 -0.1
C 2.8543 -0.7332 0.7731 -1.0 -0.9 -0.2
C 1.3607 -1.1598 1.2909 -3.7 1.5 1.6
C 1.0264 -2.3201 2.4247 -3.1 3.1 0.0
C -0.5497 -2.6006 2.8377 0.5 2.7 -1.9
C -1.8210 -1.7769 2.1674 4.4 1.0 -1.2
C -1.4633 -0.6384 1.0404 2.1 -1.5 1.0
C -2.6570 0.2635 0.3220 1.0 -0.2 1.2
C 0.0856 -0.3386 0.5848 -0.3 -2.4 3.2
O 3.4792 0.1821 3.1577 -1.0 2.4 -2.2
C 2.8475 1.4787 2.8868 2.5 5.6 -2.7
O 3.4726 2.5837 2.4252 -3.4 -7.8 2.7
S 0.9890 1.7307 3.2554 1.3 -0.8 -0.3
P 5.5064 0.3111 1.1355 3.0 3.9 4.2
O 6.2299 1.2948 2.1776 -2.3 -3.1 -3.5
H 5.3693 -4.4210 2.7254 -1.6 3.2 0.2
H 2.7792 0.2216 0.0965 -0.1 -1.7 1.4
H 3.2359 -1.6201 0.0726 -0.6 1.9 1.5
H 1.8810 -2.9464 2.9219 -1.8 1.4 -1.1
H -0.8187 -3.4186 3.6601 0.9 1.9 -2.0
H -2.9320 -2.0274 2.5072 2.8 0.7 -0.9
H -3.6065 0.1400 1.0273 2.0 0.4 -2.0
H -2.8608 -0.0434 -0.7888 0.3 0.3 2.2
H -2.2729 1.3843 0.3178 -1.1 -2.5 0.0
H 0.3089 0.4809 -0.2543 -0.6 -2.2 2.3
H 0.3986 2.0953 2.0031 2.0 -0.6 1.6
H 5.0800 1.0015 -0.0789 0.0 -0.8 0.7
H 6.4729 -0.6977 0.7849 -1.2 0.2 -0.2
C -1.3161 4.9162 1.3946 0.2 0.5 0.2
Cl -2.8399 5.3862 0.6317 0.1 0.0 0.1
Cl -1.0108 3.1867 1.1935 -0.7 0.6 -0.5
H -0.4996 5.4775 0.9337 -0.2 -0.3 0.0
H -1.3662 5.1470 2.4615 -0.1 -0.2 -0.3
C -6.5972 0.1136 2.3833 -0.3 0.3 0.2
Cl -5.0458 -0.4736 2.9944 -0.1 0.1 0.3
Cl -6.9264 -0.5227 0.7672 -0.1 0.0 0.1
H -7.3915 -0.2087 3.0611 0.3 0.0 -0.2
H -6.5716 1.2050 2.3376 0.1 -0.3 -0.1
C -1.0462 1.5567 -2.8971 -0.4 -0.3 -0.1
Cl -1.9047 3.0897 -2.7018 0.0 -0.1 0.0
Cl 0.5492 1.6199 -2.1385 0.1 0.2 -0.5
H -1.6306 0.7598 -2.4307 0.2 0.3 0.1
H -0.9253 1.3499 -3.9633 0.0 0.2 0.6
C 2.3381 1.8188 -5.5694 0.2 0.3 0.0
Cl 3.5596 0.5905 -5.9219 -0.2 0.0 0.0
Cl 0.7177 1.1130 -5.5351 0.2 0.0 -0.4
H 2.5526 2.2645 -4.5950 -0.1 -0.2 -0.2
H 2.3744 2.5892 -6.3435 -0.1 -0.3 0.2
C 8.4456 -4.1548 0.6666 0.3 -0.1 -0.2
Cl 7.4564 -2.9674 -0.1916 0.1 -0.1 -0.1
Cl 7.5874 -4.8028 2.0697 0.6 -0.3 0.0
H 8.6862 -4.9756 -0.0135 -0.2 0.2 0.2
H 9.3667 -3.6733 1.0041 -0.3 -0.1 0.0
C 4.1405 4.3979 -0.1692 0.1 0.1 0.5
Cl 2.5692 3.7194 -0.6117 0.0 0.0 0.1
Cl 5.2808 4.2927 -1.5159 0.1 0.0 -0.1
H 4.0101 5.4475 0.1054 0.0 -0.3 -0.2
H 4.5418 3.8412 0.6811 -0.1 0.0 -0.2
C 0.7898 -3.8010 -1.2706 -0.6 -0.7 -0.1
Cl 0.3887 -3.1903 0.3392 -0.1 -3.5 -3.2
Cl 1.4422 -2.5159 -2.2941 0.1 0.2 -0.2
H 1.5365 -4.5931 -1.1747 -0.1 0.3 0.0
H -0.1148 -4.2010 -1.7349 0.3 0.2 -0.1
C -2.2883 -4.3498 -4.3211 -0.2 -0.3 0.0
Cl -2.6797 -2.7034 -3.8102 -0.1 0.0 0.1
Cl -0.5938 -4.4788 -4.8083 0.0 -0.1 0.0
H -2.4722 -5.0338 -3.4890 0.1 0.3 -0.2
H -2.9236 -4.6201 -5.1681 0.2 0.2 0.2
C -9.5141 -1.6001 5.2787 -0.3 0.0 0.3
Cl -9.5110 -1.5923 3.5110 -0.2 -0.1 -0.1
Cl -7.8661 -1.6266 5.9176 -0.1 0.0 0.0
H -10.0204 -0.7006 5.6376 0.2 -0.2 -0.2
H -10.0461 -2.4877 5.6297 0.2 0.2 -0.2
C 6.3444 3.6375 -5.6480 0.3 0.1 0.2
Cl 4.8205 4.1074 -6.4109 0.0 0.2 0.0
Cl 6.6496 1.9079 -5.8491 0.3 0.2 0.1
H 7.1609 4.1988 -6.1089 -0.3 -0.2 0.0
H 6.2942 3.8683 -4.5811 -0.1 -0.1 -0.3
C -10.9816 0.9686 0.7721 -0.3 -0.2 0.0
Cl -9.8431 1.8269 1.8172 -0.1 0.0 0.1
Cl -10.2952 0.7054 -0.8355 -0.1 0.0 0.0
H -11.2166 0.0006 1.2214 0.2 0.2 -0.1
H -11.8940 1.5622 0.6767 0.3 -0.1 0.0
```
Positions in Å, forces in eV/Å.

Atom charges from the Löwdin analysis, given in e for atoms 1 to 5:
1. C 0.0503
2. C -0.0313
3. C -0.5006
4. C -0.1554
5. C -0.2535


3.
A structure of composition C5H8O in a non-equilibrium geometry. Source: the OMol25 dataset; level of theory: ωB97M-V/def2-TZVPD.

Values from the calculation:
- molar mass (u) = 84.1
- HOMO (eV) = -9.61
- F_max (Eh/bohr) = 0.048
- Kohn-Sham gap (eV) = 10.7
- LUMO (Eh) = 0.0412
- DFT total energy (eV) = -7360.0822

```
14
Properties=species:S:1:pos:R:3:forces:R:3
C -0.1167 -0.7409 -1.1354 -0.1 -0.1 0.0
C -0.7046 -0.8231 0.2830 0.2 -0.8 0.5
C 0.3902 -0.1905 1.1613 0.2 -0.2 0.3
C 0.7731 1.0174 0.2428 -0.3 0.0 0.1
C -0.3559 0.7373 -0.7779 -1.0 0.0 0.5
O -1.5174 0.3135 0.0616 0.3 -0.1 0.1
H 0.9018 -1.1368 -1.2446 -0.2 0.4 -0.1
H -0.7598 -1.0763 -1.9474 -0.1 -0.1 0.3
H -1.2548 -1.6872 0.6392 0.1 -0.2 0.2
H -0.0560 0.1635 2.0923 0.1 -0.2 0.0
H 1.2030 -0.8841 1.3683 0.2 0.1 0.1
H 0.6868 1.9976 0.7154 -0.1 -0.2 0.1
H 1.8087 0.9217 -0.1266 -0.6 0.0 -0.3
H -0.9983 1.3880 -1.3319 1.4 1.3 -1.6
```
Positions in Å, forces in eV/Å.

Atom charges from the Löwdin analysis, given in e for atoms 1 to 5:
1. C -0.0482
2. C -0.3390
3. C -0.1240
4. C -0.1071
5. C -0.2382


4.
A structure of composition C4H10N2O in a non-equilibrium geometry. Source: the OMol25 dataset; level of theory: ωB97M-V/def2-TZVPD.

Values from the calculation:
- molar mass (u) = 102.1
- HOMO (eV) = -7.98
- F_max (Eh/bohr) = 0.094
- Kohn-Sham gap (eV) = 3.9
- LUMO (Eh) = -0.1483
- DFT total energy (eV) = -9329.9164

```
17
Properties=species:S:1:pos:R:3:forces:R:3
C -0.4399 -1.2092 -1.2255 0.1 1.1 0.8
N 1.8168 -2.6450 2.3876 0.2 -0.1 0.0
C 1.3747 -1.4347 2.3876 0.0 0.3 0.9
O 0.2957 -0.9690 1.8781 -0.9 0.1 -1.1
C -1.1492 -0.0694 -1.1222 0.6 0.8 -0.4
C -0.9203 0.8848 -0.0532 -1.6 -4.1 1.5
N -0.0887 2.6635 -1.6029 -0.3 0.6 3.6
H -0.5429 -1.8720 -2.0699 0.0 -0.3 0.2
H 0.1914 -1.3396 -0.3474 0.3 -0.8 -0.4
H 1.2226 -3.2732 1.8425 -0.1 0.3 -0.1
H 1.8932 -0.7264 3.0546 0.4 -0.1 -0.3
H -1.8240 0.2908 -1.8927 -0.4 -0.4 0.1
H -0.3558 1.8818 -0.6864 1.2 2.6 -3.9
H -1.8617 1.0852 0.4658 0.1 1.4 -0.5
H -0.1120 0.7310 0.6837 0.6 0.0 -0.3
H 0.5284 3.2793 -1.0903 0.0 0.1 -0.3
H -0.0283 2.7220 -2.6093 -0.3 -1.4 0.1
```
Positions in Å, forces in eV/Å.

Atom charges from the Löwdin analysis, given in e for atoms 1 to 5:
1. C 0.1198
2. N 0.0537
3. C -0.5527
4. O -0.1417
5. C -0.1978